# 1
Here is 2 unconnected molecules or ions with the total composition C5H14 in a non-equilibrium geometry from the OMol25 dataset. Energies are from wB97M-V/def2-TZVPD.

Geometry (Å):
C (0.624, -0.886, 2.863)
H (-2.410, -1.258, -2.226)
H (0.028, -0.837, 3.802)
C (0.222, 0.843, -1.400)
H (-0.214, -1.113, 2.214)
H (0.440, 1.719, -0.773)
H (-1.413, 1.532, -2.657)
H (0.992, 0.846, -2.172)
H (0.895, 1.297, 2.488)
H (-1.387, -0.662, -3.549)
H (-1.919, 0.909, -1.212)
C (-1.445, -0.787, -2.492)
C (-1.150, 0.711, -1.993)
H (-0.671, -1.445, -2.157)
C (1.439, 0.375, 2.483)
H (1.826, 0.197, 1.489)
H (2.368, 0.244, 3.079)
H (0.472, 0.057, -0.675)
H (1.304, -1.743, 2.886)

As for the SMILES: CCC.CC. Its energy relative to the best compared isomer or geometry (same formula, charge and spin) is 0.858 eV. As for the total energy: -5411.192 eV. Its maximum force is 3.093 eV/Å. The calculation puts the frontier orbital gap at 11.9722 eV. The molar mass comes out at 74.17 g/mol. Its lowest unoccupied orbital energy is 1.1 eV.



# 2
Here is 2 unconnected molecules or ions with the total composition C5H14 in a non-equilibrium geometry from the OMol25 dataset. Energies are from wB97M-V/def2-TZVPD.

Geometry (Å):
C (-0.619, -2.175, 1.911)
H (1.924, 1.543, -2.004)
H (0.316, 1.894, -1.203)
H (0.768, 2.695, -2.634)
H (-0.611, -2.885, 1.084)
H (-1.300, 0.691, 1.536)
C (0.863, 1.734, -2.130)
H (0.936, 0.506, -3.911)
C (0.246, 0.716, -3.095)
H (0.161, 1.188, 2.152)
H (0.204, -0.696, 0.534)
H (1.192, -1.015, 1.870)
H (-1.645, -1.919, 2.168)
C (0.134, -0.875, 1.618)
H (-0.281, -2.736, 2.783)
C (-0.542, 0.360, 2.241)
H (-0.042, -0.206, -2.590)
H (-0.700, 1.038, -3.528)
H (-1.005, 0.143, 3.198)

As for the SMILES: CCC.CC. Its energy relative to the best compared isomer or geometry (same formula, charge and spin) is 0.455 eV. As for the total energy: -5411.594 eV. Its maximum force is 1.593 eV/Å. The calculation puts the frontier orbital gap at 12.0887 eV. The molar mass comes out at 74.17 g/mol. Its lowest unoccupied orbital energy is 1.1 eV.



# 3
Here is 2 unconnected molecules or ions with the total composition C5H14 in a non-equilibrium geometry from the OMol25 dataset. Energies are from wB97M-V/def2-TZVPD.

Geometry (Å):
H (-2.430, -1.261, -0.896)
H (0.836, 3.256, -0.132)
C (-0.953, -2.164, 0.680)
H (0.789, 0.032, -1.691)
H (-1.052, -3.322, 0.759)
C (0.825, 2.460, 0.656)
H (0.064, 2.734, 1.387)
H (1.798, 1.511, -1.333)
H (1.975, -0.175, -0.548)
H (0.102, -1.900, 0.924)
H (0.642, 0.341, 1.027)
H (-0.712, 1.079, 0.081)
H (-1.033, -0.646, -0.875)
C (-1.471, -1.524, -0.590)
H (-1.555, -2.075, 1.656)
C (0.356, 1.054, 0.167)
H (-1.225, -2.307, -1.397)
C (1.281, 0.592, -0.946)
H (1.763, 2.317, 1.071)

As for the SMILES: CCC.CC. Its energy relative to the best compared isomer or geometry (same formula, charge and spin) is 1.751 eV. As for the total energy: -5410.299 eV. Its maximum force is 4.454 eV/Å. The calculation puts the frontier orbital gap at 11.9953 eV. The molar mass comes out at 74.17 g/mol. Its lowest unoccupied orbital energy is 1.1 eV.



# 4
Here is 2 unconnected molecules or ions with the total composition C5H14 in a non-equilibrium geometry from the OMol25 dataset. Energies are from wB97M-V/def2-TZVPD.

Geometry (Å):
H (-0.062, 0.537, 0.080)
C (-2.574, 1.010, -0.798)
H (1.378, -1.137, 2.812)
C (1.630, -0.918, 1.833)
H (-2.326, 0.061, -0.147)
H (-2.947, 1.845, -0.118)
C (-0.202, 0.590, -0.974)
C (2.099, -2.031, 0.933)
H (-1.390, 1.830, -2.370)
H (0.737, 1.001, -1.416)
H (3.199, -2.085, 1.107)
H (1.800, -1.694, -0.111)
H (-3.336, 0.693, -1.548)
H (2.406, -0.108, 1.929)
H (-0.351, -0.365, -1.493)
H (0.709, -0.461, 1.437)
H (1.624, -2.986, 1.182)
C (-1.313, 1.549, -1.331)
H (-1.079, 2.667, -1.007)

As for the net charge: +1. Its energy relative to the best compared isomer or geometry (same formula, charge and spin) is 1.113 eV. As for the total energy: -5399.992 eV. Its maximum force is 3.056 eV/Å. The calculation puts the frontier orbital gap (spin up / spin down) at 11.5118 / 3.8767 eV. The molar mass comes out at 74.17 g/mol. Its lowest unoccupied orbital energy (spin up / spin down) is -3.3 / -10.9 eV. As for the spin multiplicity: 2.



# 5
Here is 2 unconnected molecules or ions with the total composition C5H14 in a non-equilibrium geometry from the OMol25 dataset. Energies are from wB97M-V/def2-TZVPD.

Geometry (Å):
H (1.040, 0.242, -0.654)
H (2.421, 0.979, -1.331)
H (-3.054, -0.991, 1.211)
H (1.884, 1.179, 1.791)
H (1.258, 2.113, -0.709)
C (1.710, 1.148, -0.516)
C (2.382, 1.222, 0.820)
H (-1.418, 0.620, -0.468)
H (-0.145, -0.303, 0.070)
H (-2.413, -1.228, -1.695)
H (-0.638, -0.821, -2.081)
H (-1.574, -1.873, 1.372)
H (-1.148, -2.315, -1.217)
H (2.820, 2.231, 0.899)
H (3.294, 0.624, 0.900)
C (-1.356, -1.258, -1.401)
H (-1.767, -0.271, 2.010)
C (-1.334, -0.423, -0.110)
C (-1.961, -0.876, 1.112)

As for the net charge: +1. Its energy relative to the best compared isomer or geometry (same formula, charge and spin) is 0.474 eV. As for the total energy: -5400.631 eV. Its maximum force is 2.344 eV/Å. The calculation puts the frontier orbital gap (spin up / spin down) at 12.9908 / 5.6436 eV. The molar mass comes out at 74.17 g/mol. Its lowest unoccupied orbital energy (spin up / spin down) is -2.9 / -10.1 eV. As for the spin multiplicity: 2.



# 6
Here is a molecular structure, C5H14AlB2F9N3O4S in a non-equilibrium geometry from the OMol25 dataset. Energies are from wB97M-V/def2-TZVPD.

Geometry (Å):
H (0.384, -2.377, 1.540)
N (4.402, 2.048, 2.882)
O (3.329, 0.346, 0.412)
S (-4.900, -0.269, -0.260)
F (-4.959, 1.324, 0.367)
F (-3.407, 2.184, -1.972)
H (1.192, 2.232, 0.383)
N (-0.100, -3.540, -1.118)
F (-5.531, 0.166, -1.789)
Al (1.311, -0.761, -1.573)
C (-3.115, -0.156, -0.791)
O (4.562, -0.137, 3.409)
H (0.172, 0.198, -3.762)
H (-0.913, -1.122, -2.967)
F (-4.904, -1.947, -0.699)
H (0.607, -4.208, -1.519)
H (3.053, -0.485, 0.939)
H (4.211, 2.344, 5.352)
B (0.755, -2.417, -0.487)
F (-6.519, -0.482, 0.288)
N (4.316, 1.391, 5.046)
H (4.488, 1.817, 1.901)
C (-2.803, 0.810, -2.071)
O (1.782, 2.166, -0.450)
F (-3.083, 0.162, -3.407)
F (-2.315, 0.148, 0.434)
O (1.168, -2.593, 0.937)
C (4.435, 1.027, 3.757)
B (2.184, 0.744, -0.479)
H (-0.748, 1.500, -1.070)
H (2.423, -1.273, -2.625)
H (-0.569, -3.088, -1.944)
C (-0.294, -0.160, -2.723)
F (-2.704, -1.553, -1.191)
H (4.298, 3.012, 3.149)
F (-4.367, -0.785, 1.324)
H (4.336, 0.653, 5.737)
H (-1.025, 1.993, -2.866)
C (-1.152, 1.088, -2.098)

As for the net charge: -1. As for the total energy: -61312.917 eV. Its maximum force is 5.250 eV/Å. The calculation puts the frontier orbital gap at 4.3396 eV. The molar mass comes out at 431.84 g/mol. Its lowest unoccupied orbital energy is 0.0 eV.



# 7
Here is a molecular structure, C5H14BN in a non-equilibrium geometry from the OMol25 dataset. Energies are from wB97M-V/def2-TZVPD.

Geometry (Å):
H (-2.448, 1.312, 1.140)
H (1.138, -0.871, 1.737)
H (2.651, 0.469, -0.196)
N (-0.512, -0.612, -0.762)
H (-1.174, -2.600, -1.164)
H (-0.946, 1.631, -0.154)
H (2.130, -1.301, -0.307)
H (0.047, 1.521, -1.697)
H (-3.158, 1.216, -0.779)
B (-2.359, 1.119, 0.028)
C (0.491, 0.158, -0.014)
H (0.790, 2.293, -0.162)
H (0.332, -2.289, -0.381)
H (-1.190, -2.124, 0.592)
H (1.087, 0.957, 1.851)
H (1.834, -0.287, -1.640)
C (-0.702, -1.928, -0.381)
C (0.087, 1.565, -0.554)
C (0.512, 0.074, 1.495)
H (-0.521, -0.071, 1.907)
C (1.910, -0.231, -0.559)

Its energy relative to the best compared isomer or geometry (same formula, charge and spin) is 7.592 eV. As for the total energy: -7572.481 eV. Its maximum force is 3.797 eV/Å. The calculation puts the frontier orbital gap at 7.0993 eV. The molar mass comes out at 98.99 g/mol. Its lowest unoccupied orbital energy is -0.2 eV.



# 8
Here is a molecular structure, C5H14BrNO in a non-equilibrium geometry from the OMol25 dataset. Energies are from wB97M-V/def2-TZVPD.

Geometry (Å):
H (-0.109, 2.365, 0.800)
N (-0.378, 0.433, -0.106)
Br (-2.103, -2.418, -0.431)
C (-1.946, 0.627, 0.043)
C (-0.019, 1.058, -1.489)
H (-0.377, -1.816, -0.479)
H (1.324, 1.275, 0.995)
C (0.013, -1.074, 0.219)
H (-0.137, 1.075, 1.988)
O (2.260, -1.127, -0.624)
H (-2.152, 1.639, -0.305)
H (0.923, 0.590, -1.772)
C (0.236, 1.351, 1.002)
H (0.255, 2.113, -1.506)
H (-2.511, -0.097, -0.544)
H (-0.737, 0.814, -2.272)
H (1.825, -0.987, 1.431)
C (1.479, -1.403, 0.485)
H (-0.481, -1.256, 1.173)
H (1.575, -2.470, 0.687)
H (-2.124, 0.344, 1.080)
H (3.183, -1.037, -0.376)

Its energy relative to the best compared isomer or geometry (same formula, charge and spin) is 2.481 eV. As for the total energy: -78988.940 eV. Its maximum force is 4.863 eV/Å. The calculation puts the frontier orbital gap at 6.9151 eV. The molar mass comes out at 184.08 g/mol. Its lowest unoccupied orbital energy is 0.2 eV.



# 9
Here is 3 unconnected molecules or ions with the total composition C5H14Cl2O4 from the OMol25 dataset. Energies are from wB97M-V/def2-TZVPD.

Geometry (Å):
H (0.440, 1.182, 0.574)
H (-1.236, 1.078, 1.089)
H (-0.255, -2.077, -1.780)
H (1.463, -2.380, 3.050)
H (-1.692, -1.348, -2.427)
H (-0.111, 0.370, -1.697)
O (-0.695, 2.891, 0.163)
C (-0.002, 2.317, 2.325)
O (1.446, -0.260, -2.829)
Cl (-0.774, -3.114, 3.098)
H (1.613, -0.401, -3.765)
O (0.192, 1.193, 3.182)
H (0.306, -1.047, 2.811)
O (-0.478, -2.158, -3.859)
H (-0.788, 2.975, 2.706)
H (0.380, -2.592, -3.862)
C (0.546, -2.074, 2.563)
H (-0.896, 2.600, -0.731)
C (-0.395, 1.777, 0.973)
C (-0.624, -1.483, -2.624)
C (0.040, -0.140, -2.649)
H (0.202, 1.503, 4.092)
H (0.917, 2.906, 2.233)
Cl (0.809, -2.175, 0.816)
H (-0.406, 0.458, -3.453)

As for the SMILES: ClCCl.OCCO.OCCO. Its energy relative to the best compared isomer or geometry (same formula, charge and spin) is 0.121 eV. As for the total energy: -38645.776 eV. Its maximum force is 0.733 eV/Å. The calculation puts the frontier orbital gap at 10.9127 eV. The molar mass comes out at 209.07 g/mol. Its lowest unoccupied orbital energy is 0.7 eV.



# 10
Here is 2 unconnected molecules or ions with the total composition C5H14FN2O6S2 from the OMol25 dataset. Energies are from wB97M-V/def2-TZVPD.

Geometry (Å):
H (-2.608, -2.224, 1.301)
C (-1.700, -0.249, -2.600)
O (1.246, 1.449, -2.253)
C (3.535, 0.459, 0.190)
C (-2.578, -0.850, -0.282)
O (2.842, 2.501, -0.681)
H (3.499, 2.368, 1.270)
H (3.292, -0.339, 0.887)
H (-1.984, -0.663, -3.564)
O (-0.353, 0.750, 3.523)
H (-3.633, -1.107, -0.383)
O (3.624, 1.717, -2.862)
H (4.616, 0.534, 0.072)
H (-2.519, 0.240, -0.199)
N (-2.010, -0.501, 2.062)
O (2.922, 0.150, -1.069)
H (-2.025, 0.457, 1.689)
H (-2.792, -0.577, 2.728)
C (-1.767, -1.317, -1.492)
H (-2.382, 0.582, -2.406)
S (2.622, 1.484, -1.894)
H (1.890, 1.662, 0.931)
O (0.479, -1.188, 2.159)
S (-0.448, -0.549, 2.988)
C (2.910, 1.795, 0.560)
F (-0.960, -1.491, 4.080)
H (-0.767, -1.579, -1.147)
H (-0.696, 0.158, -2.699)
N (-2.036, -1.447, 0.981)
H (-2.220, -2.226, -1.887)

As for the net charge: +1. As for the total energy: -45054.655 eV. Its maximum force is 0.525 eV/Å. The calculation puts the frontier orbital gap at 9.5045 eV. The molar mass comes out at 281.31 g/mol. Its lowest unoccupied orbital energy is -4.1 eV.



# 11
Here is a molecular structure, C5H14GaO3 from the OMol25 dataset. Energies are from wB97M-V/def2-TZVPD.

Geometry (Å):
H (-0.508, -1.880, -1.996)
H (-3.175, -2.874, -0.914)
C (1.317, 1.556, -0.455)
H (3.152, 1.899, -1.562)
H (2.608, 3.296, -0.644)
H (1.532, 1.394, 2.643)
O (0.075, -0.670, 1.394)
H (-2.794, -1.347, -1.715)
O (-0.410, -1.363, -1.191)
H (1.298, 0.592, -0.973)
H (-0.858, 1.975, 1.605)
H (-1.918, -0.243, 1.024)
C (-1.321, -1.892, -0.227)
C (-2.762, -1.875, -0.760)
H (3.574, 1.012, 0.646)
H (-3.424, -1.340, -0.074)
Ga (0.542, 1.181, 1.401)
H (0.584, 2.186, -0.972)
H (-1.048, -2.934, -0.014)
C (2.682, 2.206, -0.613)
H (-1.572, -1.757, 1.869)
C (-1.190, -1.074, 1.079)
O (3.616, 1.953, 0.448)

As for the net charge: -1. As for the total energy: -63930.457 eV. Its maximum force is 0.255 eV/Å. The calculation puts the frontier orbital gap at 7.6380 eV. The molar mass comes out at 191.89 g/mol. Its lowest unoccupied orbital energy is 3.4 eV.



# 12
Here is a molecular structure, C5H14IN2 in a non-equilibrium geometry from the OMol25 dataset. Energies are from wB97M-V/def2-TZVPD.

Geometry (Å):
H (-1.273, -1.906, 2.885)
H (2.658, 1.239, -1.019)
H (-0.390, 2.743, -1.402)
I (0.806, 2.501, 1.403)
H (1.817, -0.079, -1.438)
H (0.380, -0.350, 1.964)
H (-0.532, -0.124, -2.182)
C (-0.207, -0.898, 1.295)
C (-1.497, -1.353, 1.963)
H (2.705, 0.164, 0.215)
H (-2.064, -2.109, 1.343)
C (-0.630, -0.732, -1.238)
H (0.096, -1.531, -1.452)
H (0.129, 1.618, -2.279)
N (2.076, 0.513, -0.593)
H (-1.252, 0.688, 0.244)
C (0.721, 1.046, -0.113)
C (-0.395, 0.051, 0.058)
H (-1.500, -1.303, -1.061)
H (0.135, -1.899, 0.915)
N (0.468, 2.313, -1.557)
H (-2.249, -0.590, 2.051)

As for the net charge: +1. Its energy relative to the best compared isomer or geometry (same formula, charge and spin) is 2.614 eV. As for the total energy: -16483.642 eV. Its maximum force is 5.843 eV/Å. The calculation puts the frontier orbital gap at 9.9279 eV. The molar mass comes out at 229.09 g/mol. Its lowest unoccupied orbital energy is -3.6 eV.